Record 1
{
  "formula": "C2H6N2O3",
  "method": "ωB97M-V/def2-TZVPD",
  "symbols": ["O", "C", "N", "C", "N", "O", "H", "H", "H", "H", "H", "H", "O"],
  "xyz": [[1.5088, 0.9295, 0.8664], [0.7576, 1.3904, 0.0774], [-0.6016, 1.0997, -0.1967], [-1.3032, 0.0720, -0.9203], [-0.6140, -1.1109, -0.8889], [-2.3788, 0.2506, -1.3919], [0.9803, 2.3576, -0.4297], [-1.1993, 1.9362, -0.1314], [0.3882, -1.2544, -0.9363], [-1.1268, -1.9458, -1.1302], [1.4671, -1.2197, 1.9775], [2.5315, -2.1452, 2.5566], [1.9272, -2.0463, 1.8264]],
  "mulliken_charge": [-0.248, 0.032, 0.022, 0.497, -0.194, -0.395, 0.349, 0.357, 0.276, 0.289, 0.319, 0.314, -0.616],
  "relative_energy_ev": 1.3237,
  "homo_lumo_gap_ev": [9.69, 4.46],
  "charge": 1,
  "spin_multiplicity": 2
}

***

Record 2
{
  "formula": "C10H7N3O",
  "method": "ωB97M-V/def2-TZVPD",
  "symbols": ["C", "C", "C", "C", "C", "C", "C", "C", "C", "C", "H", "H", "H", "H", "H", "H", "H", "N", "N", "N", "O"],
  "xyz": [[-1.4055, 0.9158, 2.7616], [-1.1179, 0.3187, 0.6332], [-1.2672, -0.1282, -0.6277], [-0.0825, -0.3642, -1.4927], [-0.1212, -1.2543, -2.5601], [1.0283, -1.4747, -3.2404], [2.3095, -1.4124, -2.6674], [2.3257, -0.6873, -1.6065], [1.0586, 0.0223, -0.9951], [0.1819, 0.8412, 1.0019], [-2.9626, -0.1509, 1.6855], [-2.1013, -0.8759, -0.9034], [-1.0376, -1.6419, -2.9506], [1.0356, -2.3462, -4.0509], [3.0362, -1.6787, -3.4364], [3.2214, -0.3314, -1.1820], [0.2972, 1.6911, 3.0977], [-1.9232, 0.2540, 1.7028], [1.1854, 0.8105, 0.2457], [-0.0114, 1.0683, 2.2588], [-1.7128, 1.2178, 3.8811]],
  "mulliken_charge": [0.193, 0.216, -0.819, 1.237, -0.773, -0.410, -0.303, -0.613, 0.231, 0.535, 0.320, 0.185, 0.317, 0.211, 0.350, 0.403, 0.313, -0.108, -0.676, -0.252, -0.556],
  "relative_energy_ev": 2.8607,
  "homo_lumo_gap_ev": 8.94,
  "smiles": "O=c1[nH]c2cc3ccccc3nc2[nH]1",
  "charge": 0
}

***

Record 3
{
  "formula": "C4H10NP",
  "method": "ωB97M-V/def2-TZVPD",
  "symbols": ["C", "C", "C", "C", "N", "P", "H", "H", "H", "H", "H", "H", "H", "H", "H", "H"],
  "xyz": [[-1.2109, 0.2355, 0.0080], [-1.0140, 1.6010, -0.4778], [0.2506, -1.5712, -0.7133], [1.1393, 0.2494, 1.0094], [-0.0257, -0.5622, 0.4391], [-2.7407, -0.3376, 0.2617], [-0.3381, 1.5412, -1.3370], [-2.0032, 2.1064, -0.6252], [-0.5098, 2.3055, 0.1954], [0.5074, -1.0413, -1.6727], [1.0781, -2.2891, -0.5825], [-0.8756, -1.9446, -0.8620], [1.7869, -0.3775, 1.7186], [1.7818, 0.6389, 0.2768], [0.8197, 1.0858, 1.6272], [-2.4924, -1.6471, 0.5232]],
  "mulliken_charge": [0.295, -1.129, -0.650, -0.962, -0.064, -0.129, 0.247, 0.392, 0.284, 0.257, 0.308, 0.169, 0.271, 0.375, 0.364, -0.029],
  "relative_energy_ev": 2.1139,
  "homo_lumo_gap_ev": 8.63,
  "smiles": "[H]/P=C(/C)N(C)C",
  "charge": 0
}

***

Record 4
{
  "formula": "C5H13N3O2",
  "method": "ωB97M-V/def2-TZVPD",
  "symbols": ["C", "C", "C", "C", "C", "N", "N", "N", "O", "O", "H", "H", "H", "H", "H", "H", "H", "H", "H", "H", "H", "H", "H"],
  "xyz": [[1.6617, 0.8895, -0.4121], [-1.7550, -1.3637, -1.9579], [-1.1451, 1.7252, 1.2430], [-0.9110, -1.4909, -0.6587], [-1.3396, 0.2240, 0.7996], [3.6691, 0.7704, 0.8558], [-0.3894, -0.2320, -0.1948], [1.0202, -0.1354, 0.2425], [1.4374, -0.6819, 1.3084], [2.9642, 1.2395, -0.2741], [1.2784, 0.9374, -1.4241], [-1.0907, -0.9494, -2.8117], [-2.2971, -2.2886, -2.2802], [-2.6320, -0.6712, -1.7222], [-1.1358, 2.3902, 0.3906], [-1.8202, 2.0927, 1.9138], [-0.2002, 1.7386, 1.6630], [-1.3585, -2.1362, 0.1891], [0.1366, -2.1049, -0.9758], [-1.3290, -0.4430, 1.7148], [-2.3458, 0.0423, 0.4205], [4.5078, 0.3276, 0.6305], [3.0743, 0.1198, 1.3399]],
  "mulliken_charge": [-0.057, -0.935, -1.393, -0.504, -0.480, -0.431, 0.172, 0.461, -0.787, -0.212, 0.334, 0.221, 0.366, 0.247, 0.304, 0.474, 0.348, 0.329, 0.287, 0.344, 0.344, 0.234, 0.332],
  "relative_energy_ev": 7.5394,
  "homo_lumo_gap_ev": [8.99, 8.99],
  "smiles": "CCN(CC)/[N+]([O-])=C/ON",
  "charge": 0
}

***

Record 5
{
  "formula": "C18H23B3BeCl2F9KMgN3NaO11S3",
  "method": "ωB97M-V/def2-TZVPD",
  "symbols": ["C", "C", "C", "B", "O", "B", "C", "C", "S", "C", "N", "N", "C", "O", "O", "B", "C", "F", "F", "C", "F", "F", "F", "O", "H", "H", "H", "H", "H", "H", "H", "H", "Na", "C", "F", "F", "F", "S", "O", "O", "O", "Mg", "F", "C", "O", "O", "O", "C", "C", "C", "C", "N", "H", "H", "H", "H", "H", "H", "H", "C", "Cl", "Cl", "H", "H", "C", "S", "O", "C", "H", "H", "H", "H", "H", "H", "K", "Be"],
  "xyz": [[0.0426, 2.3868, 2.5124], [0.6907, 2.7183, 1.3054], [1.4874, 3.0547, -0.1015], [2.1138, 1.6208, -0.6533], [3.5161, 1.1690, -0.4385], [3.3403, -0.1826, 0.1978], [4.0735, -0.4199, 1.6588], [3.0503, 0.0906, 2.8332], [3.8752, 0.1459, 4.5560], [2.9301, 1.5743, 5.4015], [3.4280, 2.9645, 5.0035], [2.5727, 3.8332, 5.6941], [1.5734, 3.0057, 6.5238], [1.7912, 1.5335, 6.3321], [2.5027, -1.2045, -0.5054], [1.1681, -0.5196, -0.6077], [-0.0861, -1.2164, 0.1932], [0.2922, -2.6664, 0.3830], [-0.1677, -0.6530, 1.5794], [-1.5127, -1.2263, -0.6123], [-1.7679, -2.5261, -1.3062], [-2.5861, -1.1260, 0.4470], [-1.7348, -0.0770, -1.5188], [1.1380, 0.7363, -1.3819], [-0.4071, 1.7994, 3.4484], [2.2803, 3.9137, -0.0028], [0.6629, 3.3668, -0.9055], [5.0113, 0.3164, 1.6839], [4.3639, -1.5465, 1.7797], [2.6689, 1.1947, 2.5939], [2.1407, -0.6661, 2.8711], [0.7198, 3.4830, 7.1827], [0.4006, 4.4186, 5.0264], [-4.6144, -4.4072, -2.7294], [-5.2809, -3.5373, -1.9042], [-3.3647, -4.5550, -2.1829], [-5.2355, -5.6202, -2.5713], [-4.5704, -3.8360, -4.5081], [-3.8794, -2.5394, -4.4878], [-5.9763, -3.7334, -4.9231], [-3.8284, -4.8736, -5.2369], [-1.0907, 0.9373, -3.2060], [-3.9877, -0.9362, 1.9922], [-0.4740, 6.8142, 1.2648], [-0.2566, 6.4693, 2.4161], [0.0057, 6.2799, 0.2583], [-1.2074, 7.7509, 0.9281], [-8.1556, -2.4200, -7.3902], [-6.9684, -1.4624, -7.4110], [-7.3016, -0.1155, -8.0557], [-7.7290, -0.3287, -9.4987], [-8.0836, -0.5055, -10.6957], [-8.4885, -2.6733, -8.4018], [-7.8796, -3.3567, -6.8957], [-9.0021, -1.9838, -6.8474], [-6.1390, -1.9375, -7.9492], [-6.6302, -1.2933, -6.3827], [-6.4237, 0.5388, -8.0337], [-8.1101, 0.3828, -7.5100], [2.7489, -1.3621, -5.0724], [1.6086, -0.0735, -5.4775], [3.0888, -1.3885, -3.3377], [2.3187, -2.3229, -5.3652], [3.6823, -1.1949, -5.6153], [7.1771, -1.3995, 6.8713], [6.1387, -0.8759, 8.2571], [5.1713, 0.1442, 7.7351], [7.4398, 0.0140, 9.1463], [6.5544, -1.9488, 6.1604], [7.6078, -0.5268, 6.3740], [7.9717, -2.0552, 7.2351], [7.8549, 0.8012, 8.5124], [8.2261, -0.6861, 9.4387], [7.0026, 0.4617, 10.0413], [2.1662, 6.4676, 2.6824], [-1.6581, -2.4082, 1.2024]],
  "mulliken_charge": [-0.721, -0.011, 0.059, -0.176, -0.318, 0.287, -0.566, -0.245, 0.029, 0.540, -0.207, -0.302, -0.252, -0.202, -0.432, -0.298, 0.922, -0.253, -0.175, 0.899, -0.120, -0.087, -0.046, 0.085, 0.437, 0.283, 0.187, 0.303, 0.337, 0.076, 0.223, 0.443, 0.891, 0.539, -0.221, -0.227, -0.212, 1.143, -0.604, -0.550, -0.604, 0.573, -0.589, 0.847, -0.725, -0.412, -0.337, -1.205, -0.239, -0.354, 0.199, -0.460, 0.400, 0.299, 0.303, 0.261, 0.201, 0.293, 0.306, -0.367, -0.145, -0.050, 0.327, 0.328, -0.906, 0.450, -0.559, -0.949, 0.262, 0.288, 0.419, 0.299, 0.389, 0.317, 0.945, 0.742],
  "homo_lumo_gap_ev": 1.35,
  "charge": 2
}

***

Record 6
{
  "formula": "C27H31BrCaF5N7S2Te",
  "method": "ωB97M-V/def2-TZVPD",
  "symbols": ["Ca", "C", "N", "C", "C", "N", "C", "C", "N", "C", "C", "N", "C", "N", "C", "C", "C", "N", "C", "H", "H", "H", "H", "H", "H", "H", "H", "H", "H", "H", "H", "H", "H", "H", "H", "H", "H", "H", "H", "H", "H", "H", "H", "Br", "C", "C", "C", "C", "C", "N", "H", "H", "H", "H", "Te", "C", "C", "C", "C", "S", "H", "H", "H", "F", "C", "C", "F", "C", "F", "C", "S", "C", "F", "C", "F"],
  "xyz": [[-14.9611, -15.2245, 0.7319], [-19.0181, -16.5096, -3.4793], [-18.2048, -15.3273, -3.2382], [-18.8816, -14.0832, -3.7639], [-18.1068, -13.0136, -3.0038], [-17.8486, -13.7040, -1.7486], [-17.1080, -13.0213, -0.7083], [-17.6848, -15.0257, -1.9910], [-17.0030, -15.7648, -1.1675], [-16.8704, -17.1776, -1.5433], [-16.0776, -18.0335, -0.5639], [-14.7147, -17.5293, -0.3561], [-13.7429, -18.1695, -0.9547], [-12.4795, -17.6634, -1.0313], [-11.9284, -16.5876, -0.2247], [-11.5920, -18.4839, -1.8267], [-12.3888, -19.7886, -1.9679], [-13.7633, -19.3973, -1.6835], [-14.5412, -20.5575, -1.2994], [-19.4435, -16.4508, -4.5023], [-19.8910, -16.6382, -2.7657], [-18.3780, -17.3641, -3.3956], [-19.9658, -14.0878, -3.5014], [-18.7670, -14.0855, -4.8193], [-18.6520, -12.0995, -2.8740], [-17.1273, -12.7696, -3.5581], [-17.5480, -12.0462, -0.5771], [-16.0296, -13.0743, -0.9525], [-17.2450, -13.5823, 0.2209], [-16.4068, -17.2234, -2.5468], [-17.8554, -17.6596, -1.6053], [-16.1539, -19.0732, -0.9533], [-16.6059, -18.0597, 0.4186], [-12.4927, -16.5948, 0.7277], [-12.0294, -15.5880, -0.7239], [-10.8566, -16.7446, -0.0314], [-10.6846, -18.6000, -1.2408], [-11.4573, -18.0357, -2.8240], [-11.9951, -20.5489, -1.2524], [-12.2627, -20.1533, -2.9632], [-14.0476, -21.4263, -1.7102], [-15.5306, -20.5284, -1.7375], [-14.6299, -20.6546, -0.2216], [-17.9962, -13.2400, 2.8333], [-17.5316, -14.9516, 3.5336], [-18.0242, -15.3269, 4.7515], [-17.7862, -16.5858, 5.2271], [-16.9915, -17.4192, 4.4634], [-16.4512, -16.9490, 3.2696], [-16.7721, -15.7237, 2.7561], [-18.6266, -14.6201, 5.2837], [-18.0773, -16.8165, 6.2410], [-16.6711, -18.3404, 4.8985], [-15.7764, -17.5359, 2.6532], [-13.4682, -15.5231, 3.6277], [-11.5076, -14.9124, 3.1425], [-11.0412, -13.6641, 2.8944], [-9.6032, -13.6004, 2.8202], [-9.0338, -14.8280, 2.9798], [-10.1956, -16.0323, 3.2235], [-11.6252, -12.7606, 2.8913], [-9.0664, -12.6772, 2.7174], [-7.9978, -15.0874, 2.9248], [-15.0332, -8.0218, 0.3189], [-14.6179, -9.2587, 0.0291], [-14.0093, -9.5171, -1.1807], [-13.7011, -8.4712, -1.9374], [-13.6246, -10.8462, -1.4694], [-12.9800, -11.0428, -2.5945], [-13.8822, -11.9351, -0.6413], [-13.4878, -13.6127, -1.0123], [-14.5960, -11.6031, 0.5022], [-14.9488, -12.5597, 1.3877], [-14.9201, -10.3048, 0.8726], [-15.6254, -10.0362, 1.9755]],
  "mulliken_charge": [1.056, -1.075, 0.002, -0.748, -0.567, 0.137, -0.721, -0.300, 0.270, -0.598, -0.866, 0.420, -0.426, 0.223, -0.418, -0.525, -0.710, 0.073, -1.297, 0.350, 0.307, 0.432, 0.341, 0.413, 0.399, 0.275, 0.451, 0.188, -0.081, 0.618, 0.358, -0.155, 0.100, 0.088, -0.138, 0.356, 0.403, 0.277, 0.410, 0.362, 0.489, 0.372, 0.384, -0.092, 0.265, -0.637, -0.296, -0.980, -0.201, 0.108, 0.426, 0.386, 0.390, 0.539, -0.124, -0.125, -0.293, -0.579, -0.474, -0.155, 0.446, 0.386, 0.394, -0.315, 0.760, 0.091, -0.301, 0.300, -0.343, 0.528, -0.352, 0.089, -0.190, -0.266, -0.312],
  "relative_energy_ev": 0.3387,
  "homo_lumo_gap_ev": 6.63,
  "charge": 0
}